{"formula": "C10H13NO", "method": "the ωB97M-V functional and the def2-TZVPD basis", "symbols": ["C", "C", "C", "N", "C", "C", "C", "C", "C", "C", "H", "H", "H", "H", "H", "H", "H", "H", "H", "C", "O", "H", "H", "H", "H"], "coordinates": [[-0.218, 0.728, -2.491], [0.060, 1.455, -1.215], [0.592, 2.772, -1.187], [1.115, 2.947, 0.159], [0.952, 1.763, 0.876], [1.399, 1.492, 2.211], [0.982, 0.226, 2.722], [0.126, -0.478, 1.913], [-0.293, -0.207, 0.615], [0.176, 0.948, 0.110], [-1.188, 0.986, -2.838], [-0.175, -0.318, -2.376], [0.543, 1.095, -3.140], [0.516, 3.577, -1.834], [1.995, 3.385, 0.090], [1.912, 2.236, 2.761], [1.351, 0.039, 3.736], [-0.181, -1.359, 2.439], [-0.742, -1.160, 0.283], [-1.666, -3.343, -0.818], [-0.728, -3.592, 0.205], [-1.668, -2.190, -0.803], [-2.662, -3.651, -0.724], [-1.062, -3.330, -1.594], [-1.135, -4.020, 0.899]], "forces_ev_per_a": [[-0.4, 1.3, 1.1], [1.3, 3.4, -0.8], [-0.7, -4.7, 3.7], [-1.0, 0.3, -1.8], [1.3, 2.2, 2.1], [-1.7, -1.6, -2.0], [1.5, 4.1, -0.5], [-0.2, -1.6, 1.4], [0.3, -3.4, 3.0], [-0.4, -0.7, -2.5], [-0.9, 0.1, -0.7], [0.2, -1.3, 0.1], [0.3, -0.2, -1.0], [0.3, 1.2, -1.3], [1.1, 0.7, 0.7], [0.6, 0.4, 0.5], [-0.7, -0.7, -0.4], [-0.6, -0.9, -0.5], [-0.2, 1.5, -1.0], [0.5, 5.0, 3.5], [1.1, 0.1, -0.9], [-1.3, -1.0, 0.1], [-1.0, -1.2, -0.3], [1.7, -1.7, -5.0], [-1.2, -1.4, 2.4]], "total_charge": 0, "energy_ha": -518.728999, "gap_ev": 8.59, "relative_energy_kcal_mol": 71.5, "spin_multiplicity": 1, "smiles": "Cc1c[nH]c2ccccc12.CO"}